[1]
Below is a cluster of 3 separate species, C11H27NO4 in total in a non-equilibrium geometry, with properties calculated with ωB97M-V with the def2-TZVPD basis set.

Properties
Total charge: +1
Max |F| (eV Å⁻¹): 3.0
Frontier orbital gap (spin up / spin down) (eV): 9.051 / 4.898
⟨S²⟩: 0.75
LUMO level (spin up / spin down) (eV): -2.71 / -6.86
Highest occupied orbital energy (spin up / spin down) (Eh): -0.4322 / -0.4322
Spin multiplicity: 2

Last column: Löwdin charge in e.
Geometry (Å):
O (3.7956, 2.6822, -6.9901)  -0.09
O (0.2578, 0.1494, 0.4068)  0.11
O (-0.1831, 2.8835, -1.5225)  -0.04
O (2.2032, 1.5202, -3.8595)  -0.06
N (-0.6453, -0.6516, 1.1225)  0.14
C (0.4558, -2.8157, 0.5639)  -0.04
C (-2.6822, -0.9388, 2.4665)  -0.21
C (3.6828, 1.9759, -5.7018)  -0.21
C (-0.0379, -1.9558, 1.7195)  -0.42
C (-2.5702, 0.8097, 0.7861)  0.00
C (-2.1097, -1.9670, 3.3277)  -0.16
C (-1.2811, 1.1175, 2.9603)  0.03
C (-1.0890, -2.8359, 2.5147)  -0.09
C (-1.7608, 0.0635, 1.9030)  -0.45
C (1.1123, -1.7310, 2.6820)  -0.01
C (2.3024, 2.1739, -5.1011)  -0.27
H (-2.7084, 0.0864, -0.0176)  0.10
H (4.3871, 2.5379, -5.0884)  0.11
H (-3.2332, -1.3916, 1.6422)  0.14
H (-0.6447, 1.8358, 2.4436)  0.10
H (4.0727, 0.9580, -5.7024)  0.12
H (1.5912, -2.6904, 2.8779)  0.11
H (-0.7816, 0.5798, 3.7663)  0.08
H (-0.1750, -3.0061, -0.3043)  0.10
H (-1.7027, -1.4070, 4.1696)  0.12
H (1.5265, 1.9753, -5.8404)  0.12
H (-1.1021, 3.1044, -1.3706)  0.03
H (0.1903, -0.0575, -0.5282)  0.14
H (-3.4338, -0.4432, 3.0810)  0.15
H (0.7579, -1.2477, 3.5925)  0.09
H (-1.4644, -3.7079, 1.9792)  0.12
H (0.2984, 3.6694, -1.2642)  0.05
H (4.6718, 2.6537, -7.3814)  0.08
H (0.7752, -3.8236, 0.8291)  0.11
H (1.2652, -2.2435, 0.1104)  0.09
H (-0.5284, -3.4862, 3.1863)  0.12
H (-2.1698, 1.5640, 3.4064)  0.11
H (-2.8791, -2.6389, 3.7081)  0.13
H (1.8487, -1.0597, 2.2402)  0.10
H (1.3385, 1.6204, -3.4548)  0.06
H (-2.0758, 1.6958, 0.3879)  0.07
H (2.1573, 3.2540, -5.0821)  0.12
H (-3.4321, 1.1882, 1.3357)  0.11

[2]
Below is a structure of composition C11H28BFGaNO5 in a non-equilibrium geometry, with properties calculated with ωB97M-V with the def2-TZVPD basis set.

Properties
Total charge: 0
Max |F| (eV Å⁻¹): 4.5
Frontier orbital gap (eV): 5.220
LUMO level (eV): -1.46
Highest occupied orbital energy (Eh): -0.2455

Last column: Löwdin charge in e.
Geometry (Å):
Ga (1.5799, -0.5327, -3.8244)  0.46
F (0.6510, -3.6365, -3.7655)  0.09
O (4.9374, -0.2475, -2.9941)  0.14
O (4.8183, -1.8908, -4.6848)  0.11
O (-2.4592, 0.6725, 2.2404)  -0.19
O (-0.5369, -3.4453, -2.0135)  0.11
O (2.9911, -1.6440, -3.2140)  0.00
N (-1.6904, -1.6320, 3.2159)  0.23
C (0.8579, 3.0356, -0.2094)  -0.07
C (1.8291, 1.0677, 1.0216)  -0.11
C (-3.8421, -1.1713, 4.3173)  -0.03
C (-2.3937, -0.7218, 4.1912)  -0.30
C (-0.1628, -1.4372, -3.1274)  -0.14
C (1.3718, 0.9001, -1.3583)  -0.32
C (-3.7732, 1.0847, 1.8444)  -0.06
C (1.8994, 1.8733, -0.2887)  -0.40
C (-0.0533, -2.8963, -2.9119)  -0.62
C (1.7062, 1.2575, -2.8188)  -0.23
C (-2.2199, 0.6877, 3.6320)  -0.18
B (4.2006, -1.2463, -3.6027)  -1.03
H (1.7249, -0.1167, -1.1583)  0.09
H (-1.9133, -2.6186, 3.3474)  0.18
H (0.3703, 2.9853, 0.7663)  0.05
H (4.1177, -2.2130, -5.2650)  0.09
H (-1.0011, -1.2098, -3.7837)  0.06
H (-4.4269, -0.4254, 4.8515)  0.10
H (0.7792, 0.7775, 1.1131)  0.06
H (-4.2171, 1.7758, 2.5617)  0.10
H (-1.8942, -0.8196, 5.1550)  0.16
H (2.7074, 1.6712, -2.9211)  0.04
H (-2.8275, 1.4280, 4.1531)  0.14
H (-1.1720, 0.9787, 3.7611)  0.14
H (-0.6737, -1.5178, 3.2524)  0.18
H (2.4001, 0.1603, 0.8358)  0.07
H (-1.9721, -1.3432, 2.2657)  0.17
H (2.1846, 1.6195, 1.8909)  0.07
H (1.3173, 4.0175, -0.3153)  0.07
H (-4.4205, 0.2146, 1.7183)  0.08
H (0.9575, 1.9749, -3.1637)  0.04
H (-3.9062, -2.1061, 4.8781)  0.09
H (-0.4325, -1.0370, -2.1575)  0.04
H (0.1042, 2.9276, -0.9843)  0.06
H (5.7700, -0.2010, -3.4814)  0.09
H (2.8956, 2.2441, -0.5028)  0.13
H (0.2829, 0.8701, -1.2802)  0.09
H (-3.6865, 1.5820, 0.8810)  0.10
H (-4.3050, -1.3429, 3.3450)  0.08
H (1.5260, -0.3536, -5.4126)  -0.04

[3]
Below is a cluster of 5 separate species, C11H28FN9O7S in total in a non-equilibrium geometry, with properties calculated with ωB97M-V with the def2-TZVPD basis set.

Properties
Total charge: 0
Max |F| (eV Å⁻¹): 7.2
Frontier orbital gap (eV): 9.061
LUMO level (eV): -0.57
Highest occupied orbital energy (Eh): -0.3540

Last column: Löwdin charge in e.
Geometry (Å):
S (0.2005, 2.4851, -1.3633)  0.83
F (-0.2363, 1.1844, -2.3889)  -0.23
O (9.0444, 0.0552, 0.5782)  0.02
O (1.6868, 2.4117, -1.1124)  -0.31
O (-3.5068, -2.6404, -0.7487)  0.01
O (4.1690, -2.4155, -1.4462)  0.01
O (-0.8410, -2.6702, 2.4845)  -0.03
O (-4.5024, 2.0216, 0.4923)  -0.24
O (-0.0955, 3.7403, -2.1767)  -0.29
N (-2.5699, -3.6221, 3.5871)  0.17
N (-1.3339, -2.0590, -0.5259)  0.17
N (2.1079, -1.6297, -0.9439)  0.16
N (6.9922, -0.4134, -0.2455)  0.15
N (-0.7896, 2.3239, 0.0396)  -0.22
N (3.8088, -0.1857, -1.3930)  0.17
N (-0.8701, -4.9095, 2.7952)  0.17
N (-2.2961, -2.1346, -2.5904)  0.15
N (8.5283, -2.0741, 0.0221)  0.15
C (-3.2651, 3.8258, -0.7746)  -0.16
C (-1.0154, 3.6265, 0.7534)  -0.20
C (-1.3925, -3.6710, 2.9279)  -0.66
C (-2.4478, -2.3002, -1.2550)  -0.71
C (-5.1767, 1.1485, -0.4566)  -0.11
C (8.2410, -0.7574, 0.1466)  -0.71
C (-0.1865, 0.1549, 1.6577)  0.14
C (-0.2322, 1.2991, 0.9869)  -0.13
C (3.4112, -1.4709, -1.2726)  -0.70
C (-4.5653, 3.4197, 0.1016)  -0.22
C (-2.1366, 4.5845, 0.0953)  -0.18
H (6.3170, -1.0681, -0.6033)  0.07
H (1.4708, -0.8659, -0.7966)  0.06
H (-0.0386, 4.2384, 0.8990)  0.14
H (-0.4558, -1.7789, -0.9233)  0.06
H (-1.3058, -5.7416, 3.1507)  0.10
H (-3.0377, -4.4299, 3.9576)  0.10
H (0.0096, -4.9875, 2.3080)  0.11
H (-5.4973, 3.7096, -0.5087)  0.12
H (-0.1839, -0.8639, 2.2237)  0.05
H (-3.1040, -2.3049, -3.1690)  0.11
H (7.8813, -2.7572, -0.3304)  0.10
H (-5.8274, 1.6967, -1.2317)  0.09
H (4.7736, -0.0253, -1.6366)  0.09
H (9.4493, -2.3717, 0.3037)  0.11
H (3.2022, 0.6044, -1.2543)  0.07
H (-5.8612, 0.4491, 0.1555)  0.10
H (-1.3807, 3.3680, 1.8249)  0.15
H (-1.4059, -2.1713, 0.4756)  0.06
H (-2.9925, -2.7141, 3.7064)  0.12
H (-2.9027, 2.8961, -1.3447)  0.11
H (-1.6348, 5.4064, -0.5465)  0.11
H (1.7713, -2.5752, -0.8438)  0.11
H (-3.6194, 4.5820, -1.5933)  0.12
H (6.7383, 0.5593, -0.1686)  0.11
H (-4.5715, 4.0546, 1.0693)  0.12
H (-4.4281, 0.4732, -1.0441)  0.10
H (-1.4347, -1.8556, -3.0256)  0.09
H (-2.6615, 5.1455, 0.9713)  0.12

[4]
Below is a structure of composition C11H28FOPTa in a non-equilibrium geometry, with properties calculated with ωB97M-V with the def2-TZVPD basis set.

Properties
Total charge: -1
Max |F| (eV Å⁻¹): 2.0
Frontier orbital gap (eV): 7.018
LUMO level (eV): 2.69
Highest occupied orbital energy (Eh): -0.1591

Last column: Löwdin charge in e.
Geometry (Å):
Ta (2.1309, -2.2429, -0.3847)  1.24
P (3.6186, -2.8292, -2.5220)  0.33
F (0.4120, -2.5133, -3.0168)  -0.21
O (5.0106, -3.3202, -2.2196)  -0.67
C (-1.6788, 2.5506, 2.0596)  -0.19
C (0.8773, -1.5867, 1.3431)  -0.44
C (-0.4532, 1.8625, 2.7278)  -0.20
C (-1.4118, 2.5963, -1.3008)  -0.25
C (-2.6172, 2.6362, -0.3523)  -0.22
C (-0.3674, 3.6818, -1.0431)  -0.11
C (-0.2812, 0.3476, 2.5666)  -0.24
C (0.5320, -0.0995, 1.3460)  -0.35
C (-0.1385, -4.2563, -1.5359)  -0.17
C (-2.4477, 1.8253, 0.9306)  -0.21
C (0.2598, -2.7933, -1.6134)  -0.55
H (-0.0480, -2.1840, 1.3497)  0.04
H (-2.3998, 2.7924, 2.8453)  0.10
H (-1.3456, 3.5177, 1.6737)  0.09
H (2.9281, -3.7193, -3.3985)  -0.09
H (0.7024, -4.9531, -1.5659)  0.04
H (1.4431, 0.5073, 1.3000)  0.09
H (2.5033, -3.9898, 0.1600)  -0.14
H (1.4280, -1.8440, 2.2609)  0.03
H (-1.7506, 2.6547, -2.3370)  0.10
H (-3.5097, 2.3050, -0.8879)  0.10
H (-0.6782, -4.4556, -0.6034)  0.06
H (-0.8055, -4.4986, -2.3697)  0.07
H (-2.8047, 3.6821, -0.0685)  0.10
H (0.2236, -0.0372, 3.4591)  0.10
H (3.6115, -1.7568, -3.4544)  -0.09
H (-0.4931, 2.1012, 3.7931)  0.09
H (0.2160, 3.4540, -0.1483)  0.06
H (-3.4312, 1.5292, 1.3062)  0.10
H (1.9259, -0.6841, -1.3654)  -0.11
H (0.3373, 3.7809, -1.8693)  0.07
H (-1.9418, 0.8932, 0.6906)  0.08
H (3.6200, -1.3924, 0.3231)  -0.15
H (-0.9156, 1.6258, -1.2064)  0.10
H (-0.6009, -2.1828, -1.3075)  0.06
H (-1.2624, -0.1432, 2.5425)  0.11
H (-0.8499, 4.6534, -0.8996)  0.07
H (0.4631, 2.3388, 2.3593)  0.10
H (-0.0109, 0.1465, 0.4334)  0.06

[5]
Below is a cluster of 6 separate species, C11H28IN4O5 in total in a non-equilibrium geometry, with properties calculated with ωB97M-V with the def2-TZVPD basis set.

Properties
Total charge: -1
Max |F| (eV Å⁻¹): 4.5
Frontier orbital gap (eV): 6.097
LUMO level (eV): 2.32
Highest occupied orbital energy (Eh): -0.1390

Last column: Löwdin charge in e.
Geometry (Å):
I (0.2064, 1.8068, 0.2050)  -1.00
O (-6.2320, -2.2780, 4.0683)  0.01
O (5.0513, 0.2437, 5.2710)  0.03
O (1.9755, -3.8367, -2.1696)  -0.04
O (4.4122, 6.7789, -2.9628)  0.00
O (-7.1911, 4.0813, -3.0929)  -0.02
N (2.9308, 6.2282, -4.5358)  0.16
N (-5.1649, 4.2198, -2.1933)  0.16
N (4.2138, -1.7006, 4.7956)  0.15
N (-4.6143, -0.9668, 3.4544)  0.16
C (1.3449, -5.1616, -0.2841)  -0.08
C (5.0451, -0.9597, 5.4914)  -0.63
C (-6.3172, 3.5990, -2.3401)  -0.61
C (1.8897, -6.1503, -2.4879)  -0.06
C (-5.3530, -2.0487, 3.2521)  -0.63
C (5.8144, -1.6187, 6.6087)  -0.01
C (-6.6548, 2.3023, -1.6424)  -0.01
C (4.5932, 8.0044, -4.9501)  -0.02
C (4.0171, 6.8933, -4.1390)  -0.60
C (-4.9824, -2.9904, 2.1334)  -0.01
C (1.2450, -4.9548, -1.7640)  -0.52
H (2.4816, 5.6848, -3.8126)  0.12
H (1.6063, -3.0446, -1.7723)  0.10
H (6.7999, -1.9901, 6.3279)  0.08
H (5.2247, -2.4272, 7.0407)  0.07
H (-5.6416, -2.9272, 1.2676)  0.08
H (-5.9374, 1.6400, -2.1269)  0.08
H (0.6627, -5.9216, 0.0970)  0.08
H (-4.3198, 3.8176, -1.8135)  0.12
H (3.6197, -1.2656, 4.1043)  0.13
H (1.8227, -5.8046, -3.5195)  0.07
H (2.3018, -5.4489, 0.1516)  0.08
H (1.0436, -4.2752, 0.2741)  0.08
H (-7.6943, 2.0688, -1.8725)  0.08
H (-5.2187, -3.9362, 2.6208)  0.08
H (0.1920, -4.8202, -2.0114)  0.14
H (5.9212, -0.9686, 7.4771)  0.08
H (5.1610, 8.7735, -4.4264)  0.08
H (-3.9717, -3.0207, 1.7263)  0.08
H (5.2996, 7.5785, -5.6626)  0.08
H (-6.5367, 2.3135, -0.5588)  0.08
H (2.9335, -6.3313, -2.2317)  0.08
H (-5.0289, 4.9798, -2.8444)  0.12
H (3.7530, 8.4570, -5.4768)  0.07
H (4.0372, -2.6645, 5.0404)  0.10
H (2.5750, 6.3123, -5.4773)  0.11
H (-3.8210, -0.7663, 2.8623)  0.11
H (1.3393, -7.0845, -2.3759)  0.07
H (-4.8340, -0.4198, 4.2745)  0.12

Question: Which of these has the lowest max |F|?
Answer: C11H28FOPTa

Question: Which formula does entry 2 have?
Answer: C11H28BFGaNO5

Question: What is the formula in the second record?
Answer: C11H28BFGaNO5

Question: max |F| of number 4 (C11H28FOPTa)?
Answer: 2.0 eV Å⁻¹